(1)
Computed, not measured: a molecular structure, C2H2BrNO3S at a distorted geometry, with ωB97M-V/def2-TZVPD.

Element x y z (Å)
Br1 -2.116 0.836 -0.108
S1 -0.160 -1.334 -0.225
O1 0.103 -2.666 0.222
O2 1.330 0.071 0.772
O3 0.023 -1.005 -1.603
N1 1.597 2.241 -0.229
C1 -1.656 -0.957 0.457
C2 1.433 1.167 0.300
H1 -1.632 -0.897 1.467
H2 1.078 2.545 -1.052

- Gap between HOMO and LUMO (spin up / spin down): 7.75 / 7.75 eV

=====

(2)
Computed, not measured: a molecular structure, C3H5FI2O at a distorted geometry, with ωB97M-V/def2-TZVPD.

Element x y z (Å)
I1 1.085 2.826 -0.696
I2 2.755 -0.353 -1.018
F1 0.119 0.399 -1.901
O1 -0.963 1.107 0.928
C1 -0.599 -1.241 0.334
C2 0.888 0.690 -0.832
C3 -0.062 0.135 0.634
H1 -1.516 -1.176 -0.249
H2 -0.812 -1.752 1.272
H3 -1.728 1.064 0.337
H4 0.707 0.138 1.409
H5 0.125 -1.838 -0.217

- Gap between HOMO and LUMO: 9.21 eV

=====

(3)
Computed, not measured: a molecular structure, C18H32BN3O5PbS at a distorted geometry, with ωB97M-V/def2-TZVPD.

Element x y z (Å)
Pb1 -4.973 -2.433 1.399
S1 3.004 -2.845 -1.517
O1 2.693 -3.851 -2.462
O2 2.331 -1.504 -1.997
O3 2.074 -3.017 -0.241
O4 4.063 0.301 -1.170
O5 4.328 -2.609 -1.069
N1 0.632 -0.649 2.161
N2 -2.664 1.277 -2.721
N3 2.931 0.951 0.940
C1 1.425 -1.729 1.558
C2 2.775 2.412 0.724
C3 -4.224 0.299 1.515
C4 -2.854 2.534 -2.011
C5 1.204 -1.885 0.066
C6 -4.190 -0.399 0.308
C7 -1.744 2.987 -1.044
C8 -2.258 -1.714 1.072
C9 4.197 0.654 1.653
C10 0.805 0.217 -1.568
C11 -0.193 -2.475 -0.310
C12 0.043 1.171 -0.648
C13 1.789 -0.749 -0.882
C14 -1.243 -2.771 0.794
C15 -3.325 -0.061 2.523
C16 -3.225 -1.389 0.103
C17 -2.356 -1.049 2.310
C18 -0.335 2.498 -1.350
B1 2.996 0.218 -0.337
H1 5.028 1.260 1.295
H2 -2.993 3.304 -2.763
H3 1.871 2.780 1.210
H4 0.029 -3.441 -0.748
H5 4.328 1.198 -1.398
H6 4.487 -0.384 1.505
H7 -0.904 0.715 -0.342
H8 -0.188 2.385 -2.422
H9 3.609 2.957 1.155
H10 -3.782 2.472 -1.445
H11 4.065 0.811 2.721
H12 0.640 1.396 0.226
H13 -0.789 -3.099 1.722
H14 1.391 0.821 -2.259
H15 -2.019 2.732 -0.017
H16 -3.349 0.445 3.477
H17 -1.726 4.075 -1.073
H18 1.140 -2.677 2.013
H19 -1.814 -3.621 0.416
H20 1.252 0.028 2.584
H21 -2.058 1.368 -3.522
H22 2.487 -1.624 1.756
H23 2.675 2.674 -0.331
H24 -2.304 0.540 -2.132
H25 0.133 -0.378 -2.183
H26 0.140 -0.157 1.434
H27 -1.642 -1.301 3.080
H28 -4.949 1.083 1.675
H29 0.350 3.276 -1.023
H30 -3.232 -1.932 -0.838
H31 -0.676 -1.901 -1.096
H32 -4.910 -0.192 -0.475

- Gap between HOMO and LUMO: 3.74 eV
- Charge: +2

=====

(4)
Computed, not measured: a gas-phase ion, C3H6N (charge +1) at a distorted geometry, with ωB97M-V/def2-TZVPD.

Element x y z (Å)
N1 -0.074 -0.817 0.025
C1 2.743 0.162 0.005
C2 1.586 -0.151 0.033
C3 -0.896 0.452 -0.044
H1 3.643 0.703 -0.240
H2 -0.779 0.939 0.839
H3 -0.298 -1.351 0.820
H4 -1.999 0.383 0.009
H5 -0.194 -1.258 -0.832
H6 -0.664 1.147 -0.781

- Gap between HOMO and LUMO: 10.85 eV
- SMILES: C#C[NH2+]C
- Charge: +1

=====

(5)
Computed, not measured: C5H9NO2S2 in the gas phase at a distorted geometry, with ωB97M-V/def2-TZVPD.

Element x y z (Å)
S1 -2.369 1.061 -0.401
S2 -1.374 -0.844 -0.098
O1 -1.929 -1.756 -1.098
O2 -1.635 -1.147 1.305
N1 0.720 1.043 -0.687
C1 0.765 -0.323 -0.360
C2 -1.112 1.755 0.806
C3 0.021 2.027 -0.210
C4 1.082 -1.212 -1.447
C5 1.181 -0.733 1.047
H1 1.841 -0.879 -2.168
H2 1.213 -2.100 -0.922
H3 0.328 -1.077 1.461
H4 0.208 -1.190 -2.000
H5 1.583 0.149 1.529
H6 -1.167 0.991 1.556
H7 -1.534 2.784 1.110
H8 0.265 2.976 -0.657
H9 1.915 -1.524 1.233

- Gap between HOMO and LUMO (spin up / spin down): 6.10 / 6.01 eV
- Spin multiplicity: 3
- <S²>: 2.019

=====

(6)
Computed, not measured: CH6N2 in the gas phase at a distorted geometry, with ωB97M-V/def2-TZVPD.

Element x y z (Å)
N1 0.182 -0.571 0.086
N2 1.529 0.089 -0.261
C1 -1.180 0.109 -0.071
H1 0.054 -1.277 -0.563
H2 2.069 -0.474 0.592
H3 1.523 1.082 0.303
H4 -2.052 -0.675 -0.118
H5 -1.108 0.965 -0.888
H6 -1.016 0.752 0.920

- Gap between HOMO and LUMO: 9.53 eV
- SMILES: CNN

=====

Relative energy (zero: lowest compared OMol25 entry of this formula, charge and spin), record by record: 1.1861 0.0000 0.0000 3.8438 0.0000 3.1479 eV
Electronic energy, record by record: -90612.9710 -24157.2554 -50634.5367 -4686.2729 -32580.0926 -4111.1859 eV